# C8H21N2Si

A gas-phase ion, C8H21N2Si (charge +1) (wB97M-V/def2-TZVPD, OMol25).

Positions of all 32 atoms, in Å:
C1 1.23748 -0.81773 0.38191
C2 1.08793 -0.81524 -1.13113
C3 -0.11849 -0.82251 0.96476
C4 0.34168 -2.04492 -1.61004
C5 -0.28309 -1.36295 2.37765
C6 0.88506 0.75457 -2.97450
C7 -2.00298 0.98471 1.49476
C8 0.30529 1.60621 1.58884
N1 0.40557 0.47439 -1.64970
N2 -0.62670 0.74586 0.85610
Si1 -0.71911 1.39789 -0.86172
H1 1.80459 -1.72446 0.74035
H2 2.00603 -0.01165 0.57396
H3 2.11569 -0.65454 -1.59113
H4 -0.77753 -1.32857 0.20058
H5 0.56938 -2.77981 -0.93832
H6 0.60867 -2.42068 -2.57234
H7 -0.71506 -1.75656 -1.52865
H8 0.47233 -1.09842 3.08278
H9 -0.34791 -2.46359 2.23498
H10 -1.27076 -1.08411 2.66686
H11 0.22790 1.18784 -3.61376
H12 1.81872 1.34607 -3.12672
H13 1.08156 -0.25901 -3.47489
H14 -2.36183 2.04561 1.24092
H15 -2.84621 0.36749 0.98208
H16 -1.93662 0.90619 2.62916
H17 0.57464 1.16067 2.58027
H18 1.22349 1.82731 1.04472
H19 -0.06564 2.53946 1.72246
H20 -0.57938 2.85928 -1.06342
H21 -2.11470 1.24118 -1.22684

Summary:
energy relative to the best compared isomer or geometry (same formula, charge and spin): 1.195 eV
charge: +1
lowest unoccupied orbital energy: -2.34 eV
E: -716.13676 Eh
SMILES: C[C@@H]1C[C@@H](C)[N+](C)(C)[SiH2]N1C


# CH3NO2S

2 unconnected molecules or ions with the total composition CH3NO2S (wB97M-V/def2-TZVPD, OMol25).

Positions of all 8 atoms, in Å:
C1 -2.17512 0.05139 -0.08272
N1 1.72618 -0.11200 0.10026
O1 1.16261 0.76791 -0.41978
O2 3.12033 -0.02983 -0.04648
S1 -3.55381 -0.90146 -0.24739
H1 -1.76383 0.10392 0.94369
H2 -2.01369 0.68212 -0.95152
H3 3.49732 -0.56205 0.70394

Summary:
energy relative to the best compared isomer or geometry (same formula, charge and spin): 3.775 eV
lowest unoccupied orbital energy (alpha / beta): -0.55 / -0.55 eV
E: -643.17542 Eh
SMILES: O=NO.C=S


# C15H23F9MgNO3P2

A molecular structure, C15H23F9MgNO3P2 (wB97M-V/def2-TZVPD, OMol25).

Positions of all 54 atoms, in Å:
Mg1 0.03678 -0.34790 0.10932
P1 -2.45276 0.01360 -0.38141
C1 -2.16115 0.38711 -2.14578
C2 -0.79469 1.09394 -2.46240
N1 0.23858 0.99433 -1.64784
C3 1.47234 1.24185 -2.11704
C4 1.61820 1.96070 -3.31663
C5 0.51052 2.26474 -4.11193
C6 -0.71702 1.74315 -3.68303
C7 2.68400 0.85341 -1.28619
P2 2.47683 -0.76282 -0.33482
H1 -1.59301 1.89497 -4.30738
H2 2.64377 2.28029 -3.52163
H3 0.65411 2.83375 -5.04676
H4 3.58433 0.81926 -1.89751
H5 2.85929 1.63285 -0.53835
H6 -2.40369 -0.20807 -2.99627
H7 -2.99757 1.09166 -2.41714
H8 -1.20262 -1.95230 -2.66565
O1 -1.92239 -2.31452 -3.25222
H9 -1.71515 -2.10068 -4.13475
H10 -0.29371 -2.34608 -0.33292
O2 0.14248 -1.92880 -1.17309
H11 -0.00746 -2.88663 -1.25691
C8 3.00585 -1.93629 -1.61078
H12 3.75622 -1.50934 -2.28793
H13 3.43305 -2.80861 -1.09894
H14 2.09051 -2.18942 -2.15098
C9 3.84975 -0.61233 0.84172
H15 3.82394 -1.54496 1.42356
H16 4.82460 -0.49184 0.34679
H17 3.66011 0.24959 1.50419
C10 -3.17925 1.56528 0.21166
H18 -4.22428 1.57326 -0.09336
H19 -3.17549 1.75971 1.28282
H20 -2.66281 2.39514 -0.27437
C11 -3.82260 -1.16831 -0.42421
H21 -4.01027 -1.64409 0.55516
H22 -4.75438 -0.67157 -0.72476
H23 -3.58220 -1.96480 -1.13523
F1 -1.31910 2.23721 3.57687
C12 -1.27593 0.89802 3.79865
F2 -1.44907 0.62942 5.14251
F3 -2.36387 0.35251 3.19452
C13 0.02664 0.30114 3.13169
O3 0.07736 0.48575 1.78139
C14 1.23682 0.96248 3.88215
F4 1.22048 0.85746 5.25509
F5 2.39943 0.34454 3.50490
F6 1.27712 2.27877 3.57146
C15 0.03981 -1.27122 3.49920
F7 0.09016 -1.57329 4.83778
F8 -0.99761 -1.91035 2.88016
F9 1.11578 -1.87136 2.91230

Summary:
energy relative to the best compared isomer or geometry (same formula, charge and spin): 2.266 eV
charge: +1
lowest unoccupied orbital energy: -3.56 eV
E: -2647.31117 Eh


# C5H10OS2

A molecular structure, C5H10OS2 (wB97M-V/def2-TZVPD, OMol25).

Positions of all 18 atoms, in Å:
C1 -2.72150 -0.59405 0.61137
C2 -0.23057 0.32563 -0.31283
C3 0.48814 1.33083 -1.14080
C4 0.27516 1.21369 0.91757
C5 2.12774 -1.40578 -0.18445
H1 -2.45771 0.13477 1.30653
H2 -2.06590 -1.54287 0.89965
H3 -3.79481 -0.82704 0.40448
H4 1.15368 0.85139 -1.80117
H5 -0.28435 1.91546 -1.69771
H6 -0.29469 1.85195 1.53491
H7 1.16986 0.57117 1.36382
H8 2.44142 -0.44890 -0.73687
H9 2.36249 -2.39095 -0.79095
H10 2.55018 -1.57814 0.89147
O1 1.14178 1.89399 -0.01604
S1 -2.01161 0.19283 -0.87416
S2 0.15068 -1.49399 -0.37483

Summary:
energy relative to the best compared isomer or geometry (same formula, charge and spin): 3.311 eV
lowest unoccupied orbital energy: 0.76 eV
E: -1067.99436 Eh